No. 1
Density functional theory data (ωB97M-V with the def2-TZVPD basis set) for an isolated ion of composition C9H11N2 and charge +1 at a distorted geometry.

Last column: Mulliken charge in e.
Geometry (Å):
C: -1.32130 -3.06054 -1.05237  -0.19
C: 1.80620 1.31959 1.03933  -1.67
C: -0.20329 -1.35973 -0.69615  0.12
C: 0.41200 0.99262 0.31344  2.01
C: -1.20692 -1.47082 0.30170  0.61
H: -1.98181 -0.84935 2.06432  0.43
H: 0.33438 3.21797 0.00702  0.37
H: 1.65161 1.82939 1.92799  0.48
H: 0.64326 2.28618 -1.52711  0.37
C: 0.64218 0.04030 -0.70090  -0.61
N: -1.76979 -2.65461 0.05674  -0.54
H: 0.31821 -2.59417 -2.27783  0.22
C: -0.57520 0.62755 1.33479  -0.71
N: -0.31962 -2.31927 -1.60908  -0.08
H: 2.32455 0.44588 1.36745  0.43
C: -1.37717 -0.46503 1.28103  -0.74
H: 1.44198 0.18173 -1.50168  0.35
C: 0.07434 2.28530 -0.53247  -1.40
H: -0.98677 2.41012 -0.84671  0.39
H: 2.41372 1.85459 0.35416  0.45
H: -0.56161 1.26269 2.24901  0.36
H: -1.75895 -3.98042 -1.55268  0.36

The value obtained for the HOMO energy (spin up / spin down) is -13.30 / -13.30 eV. As for the spin multiplicity: 1. The energy relative to the best compared isomer or geometry (same formula, charge and spin) is 3.316 eV. Its total charge is +1. The calculation puts the total energy at -458.7085 Ha. Its structure (SMILES) is CC1(C)C=CC2=NC=[NH+]C2=C1. For the HOMO-LUMO gap (spin up / spin down), the calculation gives 7.537 / 7.538 eV. The LUMO energy (spin up / spin down) is -5.76 / -5.76 eV.

---

No. 2
Density functional theory data (ωB97M-V with the def2-TZVPD basis set) for a 2-piece molecular cluster, C9H11N2OS overall at a distorted geometry.

Last column: Mulliken charge in e.
Geometry (Å):
H: 2.23462 0.95421 3.46270  0.27
H: -2.64459 1.04034 2.30731  0.38
C: -2.16488 -2.29244 0.39809  -0.42
H: 0.34920 2.57164 -2.77633  0.24
H: -4.12294 -2.74453 0.90594  0.31
H: -2.19048 -3.12334 -0.26815  0.38
H: -4.34748 -0.78906 2.35337  0.47
N: 2.95234 0.74467 -2.32686  -0.46
C: 1.69084 1.18874 -2.10466  0.59
C: -2.49160 0.13254 1.76714  -0.49
O: 1.16814 0.72887 -1.11194  -0.56
H: -0.34525 -1.68104 -0.25890  0.40
C: 1.05907 0.74988 1.60976  0.40
H: 1.76595 2.60432 -3.57321  0.21
S: -0.26749 1.24977 0.87428  -0.02
H: 3.28531 0.28988 -1.53024  0.20
H: 3.09459 0.26960 1.82815  0.23
N: 1.21235 2.05731 -2.92203  -0.37
H: 3.58970 1.11668 -3.05942  0.20
C: 2.10207 0.64285 2.32646  -0.31
C: -1.15087 -1.37763 0.39338  -0.21
C: -3.47004 -0.85810 1.85243  -0.65
C: -1.35390 -0.14573 0.99848  0.64
C: -3.27128 -2.09524 1.18287  -0.44

The value obtained for the HOMO energy is -12.85 eV. As for the spin multiplicity: 1. The energy relative to the best compared isomer or geometry (same formula, charge and spin) is 0.942 eV. Its total charge is +1. The calculation puts the total energy at -932.1561 Ha. For the HOMO-LUMO gap, the calculation gives 8.216 eV. The LUMO energy is -4.63 eV.

---

No. 3
Density functional theory data (ωB97M-V with the def2-TZVPD basis set) for a single C9H11N3 molecule at a distorted geometry.

Last column: Mulliken charge in e.
Geometry (Å):
H: 3.06788 -1.41047 0.37677  0.41
H: -4.02711 -1.26602 1.73604  0.32
C: 2.13044 -0.17355 -1.23283  -0.60
N: 1.01264 0.65561 -1.18395  0.06
C: 1.57008 -0.02135 1.03878  -0.57
H: 1.43427 -0.20616 2.03821  0.58
H: 1.88036 -1.08004 -1.83232  0.26
H: -2.61798 -2.44170 -0.37008  0.37
H: 2.30374 2.18640 -1.41515  0.26
H: 2.97884 0.43204 -1.52597  0.36
C: -1.33725 -0.92629 -0.37055  -0.69
C: 0.54879 0.74214 0.20502  0.60
H: -0.74624 -1.51074 -0.89280  0.37
H: 0.54771 1.87037 0.47414  0.31
C: -3.23295 -0.85779 1.09416  -0.56
C: 2.38768 -0.59266 0.18898  -0.52
C: -2.69987 0.29112 1.66674  -0.11
H: 1.36906 1.93964 -2.64631  0.25
N: -1.47702 0.76569 1.34736  -0.50
C: -2.51236 -1.46469 0.05095  -0.30
C: -0.79608 0.15660 0.40027  0.14
H: -3.15064 0.92295 2.51313  0.35
N: 1.36600 1.98890 -1.66058  -0.77

The value obtained for the HOMO energy is -8.91 eV. As for the spin multiplicity: 1. The energy relative to the best compared isomer or geometry (same formula, charge and spin) is 3.789 eV. Its total charge is 0. The calculation puts the total energy at -513.7008 Ha. Its structure (SMILES) is NN1CC=C[C@@H]1c1ccccn1. For the HOMO-LUMO gap, the calculation gives 9.848 eV. The LUMO energy is 0.94 eV.

---

No. 4
Density functional theory data (ωB97M-V with the def2-TZVPD basis set) for a 2-piece molecular cluster, C9H11N3 overall at a distorted geometry.

Last column: Mulliken charge in e.
Geometry (Å):
C: 0.86129 -0.18952 0.27493  -0.23
H: -4.20542 0.02044 -0.66277  0.41
C: -1.29925 -1.41016 -0.27455  -0.45
C: 3.54048 -0.09947 1.18951  -0.82
H: 4.60521 -0.27222 1.31351  0.33
H: -0.60763 1.54041 1.28777  0.22
H: -3.18143 -2.13342 -1.08617  0.28
N: 3.09064 -0.41523 -0.13951  -0.42
C: -2.60358 0.95878 0.37106  -0.58
H: 3.04689 -0.78663 1.94494  0.31
H: -3.05274 1.89666 0.50955  0.44
H: 3.52196 -1.36747 -0.53438  0.29
C: -2.62258 -1.24054 -0.63434  -0.33
H: 1.20761 0.48442 1.19642  0.20
H: -0.77464 -2.22600 -0.72062  0.41
C: -3.21099 -0.07239 -0.34571  -0.40
N: 0.33760 1.68920 -1.22276  -0.32
C: -1.34162 0.75970 0.79858  -0.21
H: -1.26292 1.44419 -2.60590  0.32
H: 3.24804 0.95426 1.43885  0.28
N: 1.77790 -0.70289 -0.34919  -0.26
C: -0.65416 -0.40032 0.29505  0.53
C: -0.42066 1.56821 -2.04428  0.01

The value obtained for the HOMO energy is -8.21 eV. As for the spin multiplicity: 1. The energy relative to the best compared isomer or geometry (same formula, charge and spin) is 4.745 eV. Its total charge is 0. The calculation puts the total energy at -513.6656 Ha. Its structure (SMILES) is CN/N=C/c1ccccc1.C#N. For the HOMO-LUMO gap, the calculation gives 9.186 eV. The LUMO energy is 0.98 eV.

---

No. 5
Density functional theory data (ωB97M-V with the def2-TZVPD basis set) for a single C9H11N3O3 molecule at a distorted geometry.

Last column: Mulliken charge in e.
Geometry (Å):
C: -1.86454 2.58418 -1.46290  -0.43
H: 0.17717 -1.21068 3.32985  0.33
H: 1.72817 -1.33970 4.39057  0.35
N: 1.18318 -2.58248 1.28330  -0.78
H: 0.70045 -2.60583 -1.10691  0.33
C: -1.75054 2.44069 -3.76849  -0.52
H: 0.22868 0.44501 1.42361  0.29
C: 0.84047 -1.48341 0.71640  0.69
H: 2.84276 -2.50877 2.66964  0.30
O: 1.86493 -0.09352 2.60853  -0.41
C: -1.40751 1.29545 -1.87850  0.43
H: 1.27933 -3.20561 3.32874  0.39
C: -2.23546 3.24080 -2.76047  -0.46
H: 1.84388 0.52609 0.62203  0.31
H: -2.03146 2.85901 -0.40358  0.39
N: 0.04882 -0.62735 -1.39961  -0.12
N: 0.43042 -1.72200 -0.61431  -0.36
C: 1.75056 -2.50001 2.69459  -0.53
H: 0.40033 -0.55079 -2.38210  0.27
C: -1.01451 0.24477 -0.98195  0.33
H: -1.87808 2.62450 -4.78925  0.49
O: -1.14518 1.30323 -3.23406  -0.35
C: 1.21025 -0.10625 1.31179  -0.40
C: 1.31393 -1.20666 3.34856  -0.50
O: -1.77897 0.03003 -0.06489  -0.52
H: -2.73708 4.14927 -2.88058  0.48

The value obtained for the HOMO energy is -8.36 eV. As for the spin multiplicity: 1. The energy relative to the best compared isomer or geometry (same formula, charge and spin) is 1.725 eV. Its total charge is 0. The calculation puts the total energy at -739.4050 Ha. Its structure (SMILES) is O=C(NNC1=NCCOC1)c1ccco1. For the HOMO-LUMO gap, the calculation gives 8.855 eV. The LUMO energy is 0.49 eV.